1.
ORCA calculation (ωB97M-V with the def2-TZVPD basis set) on one molecule with the formula C7H8.

Structure (XYZ):
```
15
Properties=species:S:1:pos:R:3:mulliken_charge:R:1
C 2.963 -1.010 0.003 -0.853
C 2.048 -0.074 0.014 0.078
C 1.637 1.317 -0.075 -0.495
C 0.594 0.170 0.357 0.232
C -0.681 0.034 0.540 0.334
C -1.959 -0.079 0.728 -0.495
C -2.960 -0.290 -0.406 -0.869
H 3.984 -0.802 -0.039 0.305
H 2.690 -2.088 -0.011 0.233
H 1.474 1.729 -1.142 0.185
H 2.090 1.948 0.568 0.302
H -2.422 -0.100 1.790 0.266
H -3.281 -1.296 -0.662 0.287
H -2.311 0.107 -1.360 0.228
H -3.865 0.434 -0.303 0.264
```

Results
Largest force on an atom: 4.23 eV/A
Molecular weight: 92.141 Da
Net charge: 0
E_HOMO: -8.84 eV
SMILES: C=C1CC1=C=CC
DFT total energy: -271.34094 Ha

---

2.
ORCA calculation (ωB97M-V with the def2-TZVPD basis set) on a 2-piece molecular cluster, C7H8Br2F8O overall.

Structure (XYZ):
```
26
Properties=species:S:1:pos:R:3:mulliken_charge:R:1
F -0.657 2.584 -1.518 -0.241
C -0.742 3.056 -0.237 0.277
F -0.927 4.416 -0.304 -0.278
C -1.898 2.525 0.525 0.956
F -3.089 2.926 -0.008 -0.301
F -1.818 2.803 1.840 -0.281
C -2.031 1.057 0.370 -0.941
O -0.899 0.374 0.963 -0.391
C -1.180 -0.753 1.544 0.888
F -2.074 -0.647 2.500 -0.277
F -1.725 -1.620 0.553 -0.327
C 0.080 -1.307 2.312 0.172
F -0.187 -2.524 2.819 -0.265
F 1.117 -1.378 1.403 -0.198
H 0.213 2.777 0.256 0.226
H -1.974 0.738 -0.657 0.309
H -2.938 0.731 0.953 0.436
H 0.272 -0.605 3.125 0.239
Br 4.397 -1.376 -3.412 -0.167
C 3.023 -2.409 -2.345 -0.675
C 2.053 -1.609 -1.546 -0.447
Br 0.784 -0.712 -2.673 -0.138
H 3.655 -2.842 -1.589 0.408
H 2.552 -3.100 -3.103 0.373
H 2.475 -0.818 -0.932 0.366
H 1.516 -2.287 -0.837 0.274
```

Results
Largest force on an atom: 2.82 eV/A
Molecular weight: 419.932 Da
Net charge: 0
E_HOMO: -10.16 eV
SMILES: FC(F)C(F)(F)COC(F)(F)C(F)F.BrCCBr
DFT total energy: -6293.71441 Ha

---

3.
ORCA calculation (ωB97M-V with the def2-TZVPD basis set) on C7H8BrClN2O2 as an isolated structure.

Structure (XYZ):
```
21
Properties=species:S:1:pos:R:3:mulliken_charge:R:1
C -1.057 -1.590 3.149 -0.142
C -0.002 -1.921 2.357 -0.667
C -1.612 -0.437 3.102 -0.478
C 0.488 -1.140 1.384 -0.110
C 0.307 0.744 -1.293 0.644
C -0.732 0.793 1.890 0.135
C 0.766 1.793 -3.360 -0.591
N 0.015 0.041 0.982 0.159
N 0.732 0.759 0.027 -0.472
O -0.646 0.141 -1.698 -0.551
O 1.034 1.598 -2.056 -0.342
Cl -1.817 1.947 1.264 -0.136
Br 0.502 2.004 3.201 -0.240
H -1.517 -2.237 3.825 0.416
H 0.446 -2.776 2.353 0.540
H -2.549 0.100 3.575 0.277
H 1.232 -1.417 0.738 0.523
H 1.482 2.459 -3.880 0.264
H -0.335 2.195 -3.573 0.241
H 0.721 0.892 -4.051 0.264
H 1.606 1.183 0.206 0.266
```

Results
Largest force on an atom: 7.60 eV/A
Molecular weight: 267.510 Da
Net charge: 0
E_HOMO: -8.55 eV
DFT total energy: -3565.59067 Ha

---

4.
ORCA calculation (ωB97M-V with the def2-TZVPD basis set) on C7H8BrClO2S as an isolated structure.

Structure (XYZ):
```
20
Properties=species:S:1:pos:R:3:mulliken_charge:R:1
C 1.362 -0.848 -0.892 -0.158
C 0.460 -1.858 -0.355 -0.101
C 1.558 0.314 -0.240 -0.333
C -0.315 -1.526 0.660 -0.605
C 0.785 0.699 0.985 -0.715
C -0.504 -0.121 0.957 -0.199
C -2.076 2.336 -0.568 -0.521
O -1.082 0.134 -2.001 -0.532
O -2.817 -0.231 -0.384 -0.621
S -1.624 0.483 -0.731 1.206
Cl -0.621 3.294 -0.907 -0.153
Br -1.773 0.318 2.284 0.039
H 1.963 -0.952 -1.874 0.280
H 0.435 -2.901 -0.818 0.299
H 2.266 1.100 -0.675 0.231
H -1.064 -2.231 0.881 0.389
H 1.205 0.603 2.012 0.373
H 0.413 1.694 1.149 0.413
H -2.933 2.336 -1.273 0.381
H -2.409 2.744 0.374 0.325
```

Results
Largest force on an atom: 2.70 eV/A
Molecular weight: 271.563 Da
Net charge: 0
E_HOMO: -8.83 eV
DFT total energy: -3854.28878 Ha